{
  "formula": "C32H47Cl3N3O3SSiTl",
  "method": "ωB97M-V/def2-TZVPD",
  "symbols": ["C", "C", "H", "H", "H", "C", "C", "H", "H", "H", "H", "Tl", "Cl", "Cl", "C", "O", "N", "C", "C", "H", "H", "H", "H", "H", "H", "H", "H", "H", "C", "C", "N", "H", "C", "O", "H", "H", "H", "H", "O", "C", "C", "C", "H", "C", "H", "C", "H", "C", "C", "H", "H", "H", "Si", "Cl", "C", "C", "C", "H", "H", "H", "H", "H", "H", "H", "H", "H", "N", "S", "C", "C", "C", "C", "C", "C", "C", "C", "C", "C", "C", "C", "H", "H", "H", "H", "H", "H", "H", "H", "H", "H", "H"],
  "xyz": [[0.465407, 3.871887, -3.793965], [1.942392, 3.962813, -3.631356], [0.004856, 4.811958, -3.466831], [0.056194, 3.046592, -3.199311], [0.172315, 3.718901, -4.846492], [2.634416, 5.091566, -3.894083], [2.008578, 6.357790, -4.375943], [3.719820, 5.127197, -3.784194], [1.167171, 6.677441, -3.750625], [1.652045, 6.298570, -5.409799], [2.763868, 7.144057, -4.347545], [-0.973472, -1.532423, -1.320996], [-2.301726, -3.524663, -1.864927], [1.314894, -2.013705, -2.332099], [1.170659, -3.050274, 0.370594], [0.291925, -2.271076, 0.816196], [2.437811, -3.106680, 0.803918], [2.832691, -2.355640, 1.983644], [3.496720, -3.658981, -0.035105], [0.953846, -3.743418, -0.459667], [2.011742, -2.375403, 2.710202], [3.043818, -1.302317, 1.722893], [3.736160, -2.827068, 2.393251], [3.042980, -4.337804, -0.763491], [4.216043, -4.191313, 0.603980], [4.023155, -2.860701, -0.584541], [-4.659463, 2.720769, 0.651344], [-1.634182, 2.935489, 0.502525], [-4.342621, 3.047093, 1.651021], [-1.863742, 3.213897, 1.541520], [-3.039755, 2.515036, 2.011396], [-5.072906, 2.692765, 2.383045], [-2.919675, 1.284603, 2.575058], [-1.854239, 0.667991, 2.684637], [-1.003360, 2.981018, 2.181756], [-3.888561, 0.915406, 2.976013], [-4.287048, 4.142343, 1.642892], [-2.078405, 4.289805, 1.588255], [1.908842, 2.237122, -1.940767], [2.608561, 2.678285, -3.119780], [4.705664, 3.704509, -2.077971], [4.118818, 2.775940, -2.944349], [4.063229, 4.399730, -1.523810], [6.100467, 3.778777, -1.959972], [2.398792, 1.934248, -3.909435], [4.936871, 1.949791, -3.730772], [6.556918, 4.490739, -1.266257], [6.912613, 2.943619, -2.741112], [6.328431, 2.040043, -3.633314], [4.454898, 1.271474, -4.440171], [7.994938, 3.005363, -2.678618], [6.951714, 1.396941, -4.266011], [2.398371, 1.599635, -0.472895], [-1.210032, 1.005059, -1.680201], [3.178400, 2.908514, 0.655196], [3.643074, 0.226799, -0.841984], [0.969676, 0.930382, 0.526075], [4.232293, 3.133908, 0.450980], [3.106904, 2.535484, 1.689925], [2.600003, 3.843617, 0.591108], [0.117031, 1.614853, 0.596962], [1.229037, 0.580377, 1.535859], [0.601599, 0.046882, -0.001166], [4.569693, 0.596085, -1.310497], [3.176642, -0.491132, -1.538603], [3.939079, -0.327953, 0.062012], [-2.386082, -2.088501, 1.101704], [-3.855601, -2.315998, 1.550472], [-4.575073, -3.793045, 0.807037], [-5.929925, -3.781850, 0.427141], [-6.496349, -4.947532, -0.095961], [-5.710650, -6.092782, -0.271231], [-4.371689, -6.086490, 0.115743], [-3.809414, -4.941579, 0.684627], [-3.914777, -2.846742, 3.266044], [-2.936133, -3.684075, 3.803480], [-3.192247, -4.322699, 5.025662], [-4.402254, -4.098107, 5.692810], [-5.342777, -3.193963, 5.179402], [-5.089006, -2.539268, 3.973193], [-1.918500, -1.407744, 1.728404], [-6.530215, -2.880680, 0.574222], [-7.553334, -4.963477, -0.371225], [-6.154456, -6.993274, -0.707279], [-3.753498, -6.972746, -0.016897], [-2.762825, -4.925713, 0.988562], [-2.012983, -3.848795, 3.256568], [-2.445270, -4.999823, 5.448862], [-4.620613, -4.626886, 6.624212], [-6.281712, -2.994485, 5.710677], [-5.787497, -1.826360, 3.540168]],
  "forces_ev_per_a": [[-0.560, 0.051, -0.059], [1.266, 0.555, 0.413], [-0.094, -0.218, -0.065], [0.069, 0.239, -0.161], [0.136, 0.024, 0.265], [-0.360, -1.033, 0.086], [0.068, 0.427, -0.079], [-0.368, -0.208, 0.001], [0.065, -0.074, -0.099], [-0.034, -0.086, 0.087], [-0.147, 0.134, -0.033], [-0.229, 0.194, 0.362], [0.500, 0.726, -0.106], [-0.827, 0.301, -0.130], [-0.267, 0.508, 0.052], [1.064, -0.864, -0.759], [-0.356, -0.017, 0.109], [-0.009, 0.446, -0.096], [-0.133, -0.092, 0.075], [0.105, 0.161, 0.334], [0.288, 0.020, -0.149], [-0.024, -0.417, 0.223], [-0.305, 0.211, -0.002], [0.213, 0.064, 0.125], [-0.229, 0.040, -0.292], [-0.220, -0.197, 0.213], [0.090, 0.044, 0.123], [0.052, 0.122, 0.215], [0.097, -0.121, -0.018], [0.164, 0.165, -0.237], [-0.031, -0.514, 0.331], [-0.050, 0.221, -0.128], [0.946, 0.045, -0.047], [-1.314, 0.581, -0.007], [-0.299, -0.009, -0.215], [0.287, -0.102, -0.199], [-0.167, -0.273, 0.188], [0.178, -0.237, -0.040], [0.144, 0.207, 0.272], [-0.169, 0.061, -0.048], [0.253, 0.007, 0.014], [-0.009, -0.093, -0.403], [0.329, -0.406, -0.163], [-0.142, -0.241, -0.198], [0.185, -0.057, 0.329], [0.005, 0.459, 0.268], [-0.180, -0.217, -0.273], [-0.438, 0.002, -0.012], [-0.135, -0.101, -0.070], [0.270, 0.102, 0.262], [-0.135, 0.023, 0.070], [-0.205, 0.305, 0.311], [0.932, 0.225, -0.061], [-0.456, -1.713, -0.083], [-0.040, -0.033, 0.019], [0.072, -0.175, -0.061], [-0.271, -0.268, -0.284], [-0.277, -0.079, 0.009], [0.004, 0.152, -0.240], [0.160, -0.186, 0.079], [0.356, -0.166, 0.073], [0.193, 0.284, -0.253], [0.111, 0.131, 0.257], [-0.332, 0.006, 0.186], [0.214, 0.274, 0.287], [-0.108, 0.181, -0.172], [1.708, -0.269, -0.632], [-2.135, 1.530, 0.568], [0.089, -0.380, -0.047], [0.490, 0.025, 0.256], [0.188, 0.035, 0.041], [-0.122, 0.157, 0.044], [0.045, 0.154, 0.145], [0.019, -0.252, -0.319], [-0.290, -0.579, 0.468], [-0.494, -0.068, 0.339], [-0.021, 0.331, -0.176], [-0.084, 0.107, -0.113], [0.118, 0.108, 0.022], [0.527, -0.459, -0.181], [-0.511, -0.352, -0.323], [0.216, -0.253, -0.126], [0.368, 0.049, 0.058], [0.188, 0.347, 0.176], [-0.171, 0.165, 0.028], [-0.231, 0.027, -0.108], [-0.089, -0.023, -0.005], [-0.293, 0.230, -0.135], [0.122, 0.196, -0.305], [0.483, -0.125, -0.167], [-0.013, -0.205, 0.097]],
  "mulliken_charge": [-1.178, 0.366, 0.385, -0.089, 0.279, 0.069, -1.475, 0.354, 0.320, 0.314, 0.383, 0.901, -0.464, -0.416, -0.285, -0.490, 0.253, -0.762, -0.770, 0.662, 0.236, 0.092, 0.389, 0.297, 0.327, 0.228, 0.306, 0.260, -0.883, -1.002, 0.179, 0.334, 0.256, -0.640, 0.312, 0.212, 0.273, 0.399, -0.026, 0.241, -0.109, 0.047, 0.813, -1.019, 0.266, -0.281, 0.392, -0.457, -0.627, 0.340, 0.393, 0.371, 0.586, -0.442, -1.293, -0.589, 0.636, 0.446, 0.425, 0.293, -0.718, 0.414, -0.870, 0.356, 0.028, 0.286, -0.034, -0.053, 0.681, -0.340, -0.526, -0.431, -0.507, -0.455, 0.545, -0.206, -0.624, -0.381, -0.527, -0.531, 0.022, 0.406, 0.361, 0.371, 0.389, 0.162, 0.378, 0.372, 0.364, 0.360, 0.369],
  "orbital_gap_ha": 0.233,
  "homo_energy_ev": -7.93
}